No. 1
ORCA calculation (ωB97M-V with the def2-TZVPD basis set) on C15H38IrN5O3PS2 as an isolated structure.

ΔE to the lowest compared entry with this formula, charge and spin: 33.44 kcal/mol
Charge: +2
Kohn-Sham gap (spin up / spin down): 7.5 / 7.2 eV
Multiplicity: 2
DFT total energy: -63551.8484 eV

XYZ file:
```
65
C15H38IrN5O3PS2, DFT ωB97M-V with the def2-TZVPD basis set
Ir 0.362 -1.107 0.391
N 0.711 -1.342 -1.862
C 0.771 -2.778 -2.209
C -0.483 -3.451 -1.710
N -0.690 -3.211 -0.260
C -2.119 -3.095 0.060
C -2.578 -1.715 -0.321
N -1.666 -0.689 0.252
C -0.011 -4.236 0.549
C -0.165 -3.949 2.038
N -0.156 -2.483 2.303
H 1.600 -0.901 -2.071
H -0.014 -0.855 -2.393
H 0.857 -2.930 -3.286
H 1.657 -3.199 -1.742
H -1.334 -3.035 -2.249
H -0.458 -4.522 -1.922
H -2.713 -3.870 -0.434
H -2.260 -3.227 1.132
H -2.579 -1.561 -1.400
H -3.597 -1.550 0.027
H -1.774 0.138 -0.358
H -1.990 -0.420 1.179
H -0.397 -5.237 0.329
H 1.044 -4.219 0.272
H -1.074 -4.393 2.437
H 0.668 -4.419 2.558
H -1.059 -2.174 2.643
H 0.507 -2.284 3.040
N 4.476 -1.815 0.639
C 3.207 -1.670 0.943
O 2.295 -1.903 0.102
C 2.748 -1.243 2.281
C 1.557 -0.344 2.037
H 4.750 -2.125 -0.282
H 5.202 -1.640 1.316
H 3.523 -0.727 2.850
H 2.499 -2.147 2.847
H 1.884 0.610 1.646
H 0.928 -0.184 2.908
C 1.711 4.312 -1.016
C 0.629 4.115 -2.053
C 1.049 3.261 -3.225
O -0.592 3.567 -1.406
P -1.066 2.140 -1.008
S -1.626 0.949 -2.445
S 0.496 1.281 0.087
O -2.285 2.389 -0.052
C -2.535 3.444 0.961
C -2.729 4.798 0.314
C -1.463 3.434 2.028
H 2.490 4.951 -1.434
H 2.159 3.361 -0.730
H 1.312 4.799 -0.126
H 0.274 5.083 -2.398
H 1.429 2.296 -2.883
H 1.845 3.774 -3.767
H 0.220 3.090 -3.909
H -3.482 3.109 1.379
H -1.782 5.250 0.026
H -3.223 5.453 1.032
H -3.367 4.719 -0.565
H -0.490 3.698 1.611
H -1.385 2.458 2.509
H -1.718 4.170 2.791
```

No. 2
ORCA calculation (ωB97M-V with the def2-TZVPD basis set) on a 3-piece molecular cluster, C5H11ClFN4O3 overall.

ΔE to the lowest compared entry with this formula, charge and spin: 5.89 kcal/mol
Charge: -1
Kohn-Sham gap: 4.5 eV
Multiplicity: 1
DFT total energy: -32707.2997 eV

XYZ file:
```
25
C5H11ClFN4O3, DFT ωB97M-V with the def2-TZVPD basis set
O -2.861 0.044 1.624
C -1.799 -0.310 1.344
F -1.651 -1.499 0.697
C -0.585 0.504 1.733
C 0.251 -0.183 2.847
Cl -0.862 -1.027 4.070
H -0.901 1.505 2.014
H 0.089 0.553 0.871
H 0.793 -0.987 2.325
C 3.354 -0.668 0.629
O 2.232 -0.957 0.972
N 3.820 0.617 0.675
N 4.258 -1.598 0.170
H 4.744 0.887 0.400
H 3.182 1.318 1.014
H 3.947 -2.550 0.126
H 5.191 -1.375 -0.116
C -2.623 1.096 -2.436
O -1.986 1.987 -1.909
N -2.918 -0.079 -1.817
N -3.104 1.205 -3.720
H -3.442 -0.814 -2.251
H -2.590 -0.215 -0.873
H -2.908 2.057 -4.210
H -3.631 0.488 -4.179
```

No. 3
ORCA calculation (ωB97M-V with the def2-TZVPD basis set) on C26H34B2F2N10S4Sn as an isolated structure.

ΔE to the lowest compared entry with this formula, charge and spin: 16.20 kcal/mol
Charge: -2
Kohn-Sham gap: 3.0 eV
Multiplicity: 1
DFT total energy: -98378.8116 eV

XYZ file:
```
79
C26H34B2F2N10S4Sn, DFT ωB97M-V with the def2-TZVPD basis set
Sn -0.481 0.398 0.391
C 5.695 -3.045 0.248
C 4.930 -2.257 1.303
N 3.498 -2.622 1.387
C 2.492 -2.159 0.661
S 0.871 -2.724 0.957
N 2.787 -1.210 -0.243
N 1.778 -0.883 -1.015
C 2.025 -0.446 -2.227
C 3.453 -0.217 -2.721
C 0.938 -0.072 -3.131
C 1.202 0.710 -4.294
C 0.170 0.956 -5.185
C -1.110 0.531 -4.845
C -1.330 -0.038 -3.611
N -0.331 -0.367 -2.762
H 6.782 -2.891 0.318
H 5.501 -4.088 0.400
H 5.335 -2.797 -0.739
H 5.280 -2.467 2.332
H 4.932 -1.159 1.155
H 3.290 -3.386 2.030
H 4.135 -0.793 -2.056
H 3.581 -0.542 -3.752
H 3.676 0.858 -2.667
H 2.203 1.073 -4.454
H 0.347 1.466 -6.121
H -1.970 0.720 -5.498
H -2.323 -0.364 -3.280
C -2.896 -2.959 1.069
N -3.784 -1.862 0.771
C -4.519 -1.155 1.703
C -5.331 -0.348 1.012
N -5.002 -0.423 -0.332
B -5.590 0.477 -1.429
N -4.494 1.406 -2.164
C -4.652 1.830 -3.476
C -3.694 2.718 -3.810
N -2.950 2.906 -2.647
C -1.898 3.883 -2.460
C -3.381 2.054 -1.652
S -2.693 1.973 -0.093
C -4.176 -1.483 -0.508
S -3.768 -2.234 -1.952
H -3.436 -3.772 1.569
H -2.046 -2.612 1.676
H -2.554 -3.384 0.107
H -4.314 -1.255 2.761
H -6.055 0.384 1.339
H -6.322 1.263 -0.902
H -5.990 -0.198 -2.321
H -5.503 1.517 -4.078
H -3.513 3.301 -4.704
H -1.924 4.649 -3.231
H -0.919 3.379 -2.497
H -2.000 4.316 -1.468
N 2.942 1.781 0.853
C 2.853 1.283 2.175
N 1.890 0.440 2.437
C 1.961 -0.005 3.747
C 1.201 -1.032 4.361
C 1.416 -1.376 5.686
C 2.375 -0.682 6.408
C 3.171 0.311 5.859
C 2.978 0.643 4.516
S 3.920 1.748 3.528
H 3.299 0.992 0.308
H 3.738 2.450 0.880
H 0.514 -1.614 3.742
H 0.877 -2.167 6.193
H 2.515 -0.923 7.485
H 3.901 0.859 6.463
C -1.289 0.671 2.458
H -0.736 0.061 3.199
H -2.332 0.336 2.467
H -1.252 1.696 2.817
F 0.192 3.176 0.837
B 0.732 2.274 -0.017
F 1.182 2.521 -1.261
```

No. 4
ORCA calculation (ωB97M-V with the def2-TZVPD basis set) on C29H26N7O5Tl as an isolated structure.

ΔE to the lowest compared entry with this formula, charge and spin: 17.46 kcal/mol
Charge: +2
Kohn-Sham gap: 7.9 eV
Multiplicity: 1
DFT total energy: -55845.9494 eV

XYZ file:
```
68
C29H26N7O5Tl, DFT ωB97M-V with the def2-TZVPD basis set
Tl 0.178 0.486 0.082
C 0.199 -0.437 3.282
N 1.272 0.106 2.444
C 2.451 -0.733 2.316
C 2.231 -1.697 1.191
N 1.129 -1.738 0.472
C 1.235 -2.898 -0.317
C 0.297 -3.555 -1.113
C 0.680 -4.736 -1.717
C 1.960 -5.280 -1.522
C 2.872 -4.681 -0.679
C 2.471 -3.495 -0.075
N 3.077 -2.697 0.891
C -1.163 -0.093 2.749
N -1.506 -0.107 1.476
C -2.878 0.176 1.425
C -3.772 0.221 0.358
C -5.092 0.508 0.647
C -5.526 0.728 1.963
C -4.658 0.641 3.032
C -3.332 0.358 2.730
N -2.214 0.164 3.535
H 0.275 -1.526 3.285
H 0.282 -0.096 4.315
H 1.530 1.021 2.788
H 3.329 -0.111 2.137
H 2.652 -1.309 3.225
H -0.720 -3.195 -1.196
H -0.033 -5.278 -2.325
H 2.218 -6.212 -2.008
H 3.837 -5.131 -0.476
H 3.953 -2.889 1.350
H -3.457 0.000 -0.653
H -5.817 0.542 -0.157
H -6.570 0.946 2.147
H -4.996 0.782 4.050
H -2.187 0.250 4.539
O 3.774 0.483 -2.851
C 2.819 0.585 -1.952
O 1.904 -0.205 -1.840
C 2.985 1.758 -1.045
C 4.020 2.658 -1.174
C 4.092 3.715 -0.270
C 3.137 3.826 0.720
C 2.104 2.895 0.768
N 2.045 1.886 -0.094
C 1.024 2.982 1.846
O 1.317 3.575 2.865
O -0.065 2.355 1.574
H 3.617 -0.287 -3.421
H 4.753 2.532 -1.958
H 4.895 4.436 -0.341
H 3.156 4.614 1.460
O -0.828 2.793 -0.891
C -2.053 2.594 -1.560
C -2.007 1.276 -2.289
C -2.882 1.049 -3.342
C -2.833 -0.148 -4.028
C -1.873 -1.085 -3.670
C -1.032 -0.795 -2.622
N -1.114 0.349 -1.915
H -0.959 3.125 0.016
H -2.214 3.388 -2.291
H -2.898 2.599 -0.866
H -3.578 1.830 -3.623
H -3.512 -0.337 -4.849
H -1.766 -2.017 -4.207
H -0.236 -1.466 -2.344
```